(1)
Formula: C5H10O
Source: OMol25
Level of theory: the ωB97M-V functional and the def2-TZVPD basis

Each line ends with the Löwdin charge.
Element x y z (Å)
O (2.70, 0.00, 0.02)  -0.046
C (1.43, -0.36, 0.48)  -0.273
C (0.31, 0.11, -0.36)  -0.375
C (-0.81, -0.87, -0.07)  -0.178
C (-1.87, 0.27, -0.51)  -0.132
C (-0.72, 1.25, -0.16)  -0.146
H (3.34, -0.18, 0.71)  0.088
H (1.12, -1.74, 0.35)  0.162
H (1.31, -0.11, 1.55)  0.123
H (0.63, 0.09, -1.42)  0.155
H (-0.96, -0.91, 1.01)  0.094
H (-0.19, -1.97, -0.18)  0.129
H (-2.15, 0.31, -1.56)  0.093
H (-2.79, 0.39, 0.10)  0.094
H (-0.77, 1.60, 0.88)  0.110
H (-0.56, 2.11, -0.83)  0.101

- relative energy (zero: lowest compared OMol25 entry of this formula, charge and spin) (kJ/mol) = 366.0
- multiplicity = 1
- charge = 0
- orbital gap (eV) = 10.390
- lowest unoccupied orbital energy (eV) = 0.90

---

(2)
Formula: C4H9NO3
Source: OMol25
Level of theory: the ωB97M-V functional and the def2-TZVPD basis

Each line ends with the Löwdin charge.
Element x y z (Å)
O (2.43, -2.78, -0.27)  0.034
C (1.93, -1.67, -0.48)  -0.251
N (0.58, -1.44, -0.15)  0.027
O (0.26, -0.06, -0.08)  -0.208
C (-0.93, 0.26, -0.89)  -0.125
C (-1.42, 1.70, -0.60)  -0.189
C (-1.83, 1.95, 0.80)  -0.220
O (-0.57, 1.60, 1.59)  -0.159
H (2.23, -0.76, -0.89)  0.116
H (0.32, -1.87, 0.80)  0.192
H (-1.63, -0.63, -0.80)  0.146
H (-0.63, 0.18, -1.89)  0.093
H (-2.10, 2.07, -1.34)  0.113
H (-0.61, 2.32, -0.80)  0.098
H (-2.01, 3.05, 0.85)  0.111
H (-2.86, 1.45, 1.16)  0.149
H (-0.23, 0.69, 1.13)  0.073

- relative energy (zero: lowest compared OMol25 entry of this formula, charge and spin) (kJ/mol) = 448.7
- multiplicity = 1
- charge = 0
- orbital gap (eV) = 10.749
- lowest unoccupied orbital energy (eV) = 0.78
- structure (SMILES) = O=CNOCCCO

---

(3)
Formula: C5H8FNO
Source: OMol25
Level of theory: the ωB97M-V functional and the def2-TZVPD basis

Each line ends with the Löwdin charge.
Element x y z (Å)
C (-0.18, -2.20, 1.42)  -0.020
C (-0.71, -0.79, 0.93)  -0.437
O (-1.29, 0.12, 1.61)  -0.003
N (-0.09, -0.38, -0.22)  0.063
C (-0.06, 0.88, -0.58)  -0.425
C (1.16, 1.25, -1.24)  -0.066
C (-1.14, 1.69, -0.52)  -0.054
F (-2.38, 1.16, -0.34)  0.015
H (-0.65, -2.56, 2.38)  0.067
H (-0.13, -3.00, 0.61)  0.078
H (1.00, -1.75, 1.85)  0.169
H (0.71, -0.90, -0.80)  0.208
H (1.30, 0.53, -2.10)  0.102
H (1.24, 2.30, -1.36)  0.062
H (2.25, 0.97, -0.74)  0.138
H (-1.05, 2.67, -0.90)  0.103

- relative energy (zero: lowest compared OMol25 entry of this formula, charge and spin) (kJ/mol) = 349.5
- multiplicity = 1
- charge = 0
- orbital gap (eV) = 8.893
- lowest unoccupied orbital energy (eV) = 0.50
- structure (SMILES) = CC(=O)N/C(C)=C\F

---

(4)
Formula: C23H21CrN4O3
Source: OMol25
Level of theory: the ωB97M-V functional and the def2-TZVPD basis

Each line ends with the Löwdin charge.
Element x y z (Å)
O (-1.16, -6.45, -1.22)  0.231
C (-1.67, -5.41, -1.36)  -0.029
Cr (-2.57, -3.73, -1.27)  0.321
C (-1.66, -3.54, 0.36)  -0.083
O (-1.09, -3.50, 1.38)  0.199
C (-3.84, -4.73, -0.26)  -0.024
O (-4.46, -5.43, 0.44)  0.233
C (-3.48, -3.54, -3.21)  -0.069
C (-2.09, -3.38, -3.34)  -0.101
C (-1.41, -2.46, -2.52)  -0.072
C (-2.10, -1.61, -1.61)  -0.284
C (-1.38, -0.70, -0.71)  0.097
C (-0.70, 0.03, 0.01)  0.021
C (0.07, 0.88, 0.90)  -0.025
C (1.15, 0.14, 1.60)  -0.243
C (1.53, 0.48, 2.91)  -0.061
C (2.75, 0.01, 3.42)  -0.066
C (3.56, -0.83, 2.63)  -0.034
C (3.10, -1.27, 1.38)  -0.049
C (1.85, -0.86, 0.91)  -0.036
C (-3.49, -1.83, -1.48)  -0.071
C (-4.18, -2.74, -2.30)  -0.075
H (-4.00, -4.29, -3.81)  0.159
H (-1.53, -3.99, -4.04)  0.156
H (-0.32, -2.40, -2.56)  0.157
H (-0.47, 1.64, 1.46)  0.155
H (0.83, 1.05, 3.52)  0.122
H (3.06, 0.27, 4.43)  0.109
H (4.54, -1.11, 2.98)  0.121
H (3.71, -1.93, 0.76)  0.116
H (1.42, -1.29, 0.00)  0.112
H (-4.03, -1.28, -0.71)  0.163
H (-5.26, -2.85, -2.19)  0.159
N (2.69, 3.00, 4.68)  0.277
N (2.58, 3.00, 3.54)  -0.200
N (2.50, 2.80, 2.31)  0.037
C (2.07, 4.00, 1.59)  -0.144
C (1.71, 3.62, 0.16)  -0.254
C (0.84, 4.65, -0.55)  -0.127
C (0.13, 3.88, -1.65)  -0.139
C (0.14, 2.41, -1.25)  -0.159
N (1.06, 2.26, -0.08)  0.051
H (1.24, 4.57, 2.08)  0.133
H (2.93, 4.71, 1.51)  0.143
H (2.69, 3.57, -0.36)  0.167
H (0.14, 5.11, 0.17)  0.127
H (1.48, 5.44, -0.96)  0.138
H (-0.90, 4.24, -1.79)  0.125
H (0.68, 3.96, -2.59)  0.123
H (-0.85, 2.09, -0.91)  0.099
H (0.42, 1.73, -2.06)  0.140
H (1.81, 1.61, -0.36)  0.154

- multiplicity = 4
- charge = +2
- orbital gap (spin up / spin down) (eV) = 5.716 / 5.550
- lowest unoccupied orbital energy (spin up / spin down) (eV) = -6.86 / -8.55

---

(5)
Formula: C28H40N3O25P
Source: OMol25
Level of theory: the ωB97M-V functional and the def2-TZVPD basis

Each line ends with the Löwdin charge.
Element x y z (Å)
C (5.09, -0.29, -0.66)  -0.267
P (3.30, -0.55, -0.40)  0.900
O (3.34, -1.69, 0.80)  -0.327
C (2.86, 1.04, 0.45)  -0.197
C (1.63, 1.59, 0.52)  -0.119
C (0.26, 1.12, 0.12)  -0.047
C (-0.17, -0.22, 0.82)  -0.633
N (0.67, -0.46, 1.98)  0.103
N (-1.58, -0.12, 1.29)  0.094
N (-0.11, -1.33, -0.10)  0.111
C (1.78, 2.96, 1.13)  -0.363
O (0.93, 3.83, 1.28)  0.132
O (3.08, 3.12, 1.55)  0.115
C (3.80, 1.98, 1.15)  -0.388
O (4.99, 1.90, 1.38)  0.122
H (5.26, 0.39, -1.49)  0.035
H (5.47, -1.29, -0.91)  0.039
H (5.61, 0.04, 0.23)  0.029
H (3.40, -1.28, 1.67)  0.048
H (0.16, 1.05, -0.96)  0.120
H (-0.45, 1.89, 0.44)  0.110
H (0.42, -1.39, 2.32)  0.087
H (0.39, 0.16, 2.73)  0.091
H (-2.17, 0.10, 0.49)  0.076
H (-1.67, 0.65, 1.94)  0.082
H (0.53, -2.05, 0.20)  0.057
H (-1.03, -1.71, -0.26)  0.052
O (-3.60, -0.36, -1.98)  0.160
C (-3.05, 0.33, -2.77)  -0.576
O (-2.82, -0.04, -4.05)  0.067
C (-2.38, 1.10, -4.79)  -0.109
C (-1.81, 1.99, -3.69)  -0.100
O (-2.59, 1.58, -2.55)  0.048
H (-1.64, 0.81, -5.53)  0.107
H (-3.24, 1.55, -5.29)  0.136
H (-0.76, 1.78, -3.50)  0.130
H (-1.94, 3.05, -3.88)  0.134
O (-6.10, -3.71, 4.20)  0.139
C (-5.60, -2.95, 3.43)  -0.598
O (-5.28, -3.24, 2.16)  0.067
C (-4.88, -2.03, 1.50)  -0.097
C (-4.45, -1.16, 2.67)  -0.114
O (-5.25, -1.68, 3.74)  0.060
H (-4.07, -2.22, 0.80)  0.097
H (-5.73, -1.62, 0.96)  0.137
H (-3.40, -1.29, 2.92)  0.110
H (-4.65, -0.10, 2.52)  0.130
O (-0.81, -2.17, 5.20)  0.159
C (-1.49, -3.13, 5.37)  -0.577
O (-1.82, -4.01, 4.39)  0.045
C (-2.44, -5.14, 5.00)  -0.118
C (-2.96, -4.57, 6.30)  -0.105
O (-2.04, -3.50, 6.55)  0.068
H (-3.24, -5.53, 4.36)  0.133
H (-1.69, -5.92, 5.15)  0.129
H (-3.97, -4.15, 6.19)  0.129
H (-2.96, -5.29, 7.11)  0.132
O (-1.02, 2.15, 6.34)  0.175
C (-0.34, 2.99, 5.87)  -0.575
O (0.09, 3.01, 4.58)  0.048
C (0.68, 4.29, 4.31)  -0.123
C (1.07, 4.75, 5.70)  -0.109
O (0.11, 4.09, 6.53)  0.060
H (1.51, 4.19, 3.64)  0.106
H (-0.08, 4.93, 3.85)  0.136
H (2.07, 4.42, 5.98)  0.133
H (1.00, 5.83, 5.83)  0.131
O (1.03, 3.17, -6.75)  0.171
C (0.74, 2.27, -7.46)  -0.581
O (0.04, 1.18, -7.05)  0.026
C (-0.34, 0.43, -8.21)  -0.111
C (0.71, 0.85, -9.22)  -0.106
O (1.04, 2.17, -8.77)  0.070
H (-0.33, -0.64, -7.98)  0.134
H (-1.35, 0.72, -8.51)  0.134
H (1.61, 0.23, -9.18)  0.135
H (0.34, 0.88, -10.24)  0.133
O (-3.02, -3.30, -0.87)  0.160
C (-2.25, -4.20, -0.75)  -0.561
O (-0.92, -4.09, -0.96)  0.040
C (-0.29, -5.30, -0.50)  -0.107
C (-1.43, -6.30, -0.58)  -0.110
O (-2.58, -5.46, -0.39)  0.071
H (0.55, -5.55, -1.13)  0.133
H (0.05, -5.14, 0.53)  0.134
H (-1.50, -6.78, -1.56)  0.133
H (-1.40, -7.06, 0.20)  0.132
O (6.95, 2.96, -4.13)  0.171
C (6.31, 3.58, -3.34)  -0.574
O (5.28, 3.07, -2.63)  0.049
C (4.91, 4.02, -1.63)  -0.118
C (5.42, 5.32, -2.21)  -0.106
O (6.52, 4.87, -3.02)  0.063
H (3.83, 4.01, -1.48)  0.130
H (5.41, 3.77, -0.69)  0.127
H (4.69, 5.81, -2.85)  0.131
H (5.77, 6.03, -1.46)  0.133

- relative energy (zero: lowest compared OMol25 entry of this formula, charge and spin) (kJ/mol) = 0.0
- multiplicity = 1
- charge = 0
- orbital gap (eV) = 7.591
- lowest unoccupied orbital energy (eV) = -1.29
- structure (SMILES) = CP(O)C1=C(CC(N)(N)N)C(=O)OC1=O.O=C1OCCO1.O=C1OCCO1.O=C1OCCO1.O=C1OCCO1.O=C1OCCO1.O=C1OCCO1.O=C1OCCO1

---

| no. | F_max (eV/Å) |
| --- | --- |
| 1 | 3.99 |
| 2 | 4.71 |
| 3 | 5.64 |
| 4 | 7.77 |
| 5 | 2.65 |